{"formula": "C4H14N2O2", "method": "ωB97M-V/def2-TZVPD", "total_charge": 0, "e_tot_ha": -420.7696, "e_above_lowest_kcal_mol": 22.26, "species": ["C", "C", "C", "C", "N", "N", "H", "H", "H", "H", "H", "H", "H", "H", "H", "H", "H", "H", "O", "H", "H", "O"], "positions_angstrom": [[1.968, 1.192, -1.257], [2.203, 0.690, 0.197], [1.096, -0.300, 0.537], [0.026, 0.144, 1.205], [-0.886, -0.824, 1.748], [1.296, -1.633, 0.206], [2.374, 2.151, -1.571], [2.325, 0.439, -1.965], [0.896, 1.210, -1.356], [3.181, 0.222, 0.290], [2.091, 1.518, 0.892], [-0.020, 1.146, 1.606], [-0.484, -1.531, 2.336], [-1.656, -0.396, 2.226], [0.493, -2.175, 0.473], [1.656, -1.865, -0.706], [-0.576, 0.397, -1.143], [-1.434, -0.746, -1.777], [-1.128, 0.171, -1.902], [-3.655, 0.628, -1.033], [-2.654, 0.203, -0.031], [-3.534, 0.524, -0.086]], "atomic_forces_ev_per_a": [[0.1, -0.8, 0.2], [-0.7, 0.1, -1.0], [1.1, 1.0, -0.3], [0.1, -1.3, 1.2], [-0.5, 0.6, -0.9], [-0.3, 0.0, 0.6], [0.2, 0.0, 0.4], [0.0, 0.1, 0.0], [-0.1, 0.5, -0.5], [0.0, 0.1, 0.2], [0.3, 0.1, 0.0], [0.0, 0.1, -0.2], [0.3, -0.1, 0.2], [-0.3, 0.0, 0.1], [-0.2, -0.4, -0.3], [0.1, 0.2, 0.0], [-0.2, -0.4, 0.2], [0.4, 0.6, 0.1], [-0.5, -0.5, -0.3], [-0.1, 0.1, -0.1], [1.3, -0.5, 0.2], [-1.3, 0.4, 0.0]]}

***

{"formula": "C27H63MnN10O12", "method": "ωB97M-V/def2-TZVPD", "total_charge": 1, "multiplicity": 6, "e_tot_ha": -3667.9904, "species": ["Mn", "N", "O", "O", "O", "C", "C", "O", "N", "C", "H", "H", "H", "H", "H", "H", "H", "C", "C", "O", "N", "C", "H", "H", "H", "H", "H", "H", "H", "C", "C", "O", "N", "C", "H", "H", "H", "H", "H", "H", "H", "C", "C", "O", "N", "C", "H", "H", "H", "H", "H", "H", "H", "C", "C", "O", "N", "C", "H", "H", "H", "H", "H", "H", "H", "C", "C", "O", "N", "C", "H", "H", "H", "H", "H", "H", "H", "C", "C", "O", "N", "C", "H", "H", "H", "H", "H", "H", "H", "C", "C", "O", "N", "C", "H", "H", "H", "H", "H", "H", "H", "C", "C", "O", "N", "C", "H", "H", "H", "H", "H", "H", "H"], "positions_angstrom": [[-2.418, -1.387, -0.515], [0.423, -0.349, 0.380], [1.413, -0.548, 1.075], [-0.584, -1.088, 0.537], [0.389, 0.543, -0.477], [-0.301, 3.821, -0.388], [0.370, 4.839, -1.286], [0.210, 4.860, -2.513], [1.205, 5.691, -0.671], [2.011, 6.679, -1.324], [-1.377, 3.971, -0.295], [0.158, 3.685, 0.589], [-0.162, 2.870, -0.871], [1.213, 5.635, 0.341], [2.232, 7.574, -0.747], [1.648, 6.954, -2.312], [2.979, 6.202, -1.519], [-3.898, 2.388, -2.256], [-2.708, 1.502, -1.975], [-2.873, 0.537, -1.207], [-1.525, 1.759, -2.548], [-1.295, 2.864, -3.485], [-4.407, 2.587, -1.309], [-4.688, 1.928, -2.849], [-3.692, 3.391, -2.628], [-0.782, 1.318, -2.020], [-2.020, 2.896, -4.300], [-0.300, 2.686, -3.878], [-1.444, 3.806, -2.969], [-4.108, -1.418, 3.728], [-3.393, -0.629, 2.616], [-3.266, -1.018, 1.449], [-3.001, 0.578, 2.998], [-2.400, 1.559, 2.132], [-5.160, -1.420, 3.430], [-3.999, -0.885, 4.667], [-3.861, -2.473, 3.808], [-2.976, 0.836, 3.970], [-1.420, 1.249, 1.761], [-2.261, 2.503, 2.654], [-2.990, 1.743, 1.233], [2.072, -3.136, -0.799], [2.657, -3.841, -1.988], [1.947, -4.063, -2.967], [3.959, -4.210, -1.972], [4.608, -4.852, -3.104], [1.018, -2.932, -0.954], [2.685, -2.297, -0.465], [2.098, -3.762, 0.102], [4.542, -3.868, -1.226], [3.858, -5.229, -3.791], [5.264, -5.654, -2.762], [5.306, -4.207, -3.642], [-0.872, -5.171, -1.088], [-2.022, -4.675, -0.242], [-2.281, -3.468, -0.139], [-2.666, -5.584, 0.488], [-3.662, -5.309, 1.491], [0.037, -5.068, -0.498], [-0.750, -4.558, -1.980], [-1.051, -6.183, -1.449], [-2.545, -6.551, 0.231], [-3.280, -5.435, 2.505], [-4.531, -5.960, 1.400], [-4.030, -4.289, 1.398], [0.126, -0.242, 4.331], [-0.336, -1.695, 4.386], [-0.668, -2.198, 5.451], [-0.141, -2.416, 3.266], [-0.279, -3.842, 3.160], [1.213, -0.222, 4.408], [-0.341, 0.363, 5.102], [-0.151, 0.086, 3.325], [0.207, -1.895, 2.473], [0.698, -4.251, 2.890], [-0.975, -4.128, 2.369], [-0.570, -4.296, 4.103], [2.967, 2.212, -2.710], [4.049, 1.707, -1.751], [5.222, 1.948, -1.972], [3.623, 1.044, -0.652], [4.468, 0.552, 0.401], [3.265, 1.992, -3.733], [2.897, 3.295, -2.599], [1.977, 1.801, -2.504], [2.617, 0.992, -0.578], [4.003, 0.894, 1.328], [5.474, 0.960, 0.444], [4.474, -0.538, 0.407], [0.488, -1.180, -3.664], [-0.885, -1.726, -3.442], [-1.362, -1.788, -2.294], [-1.583, -2.105, -4.508], [-2.950, -2.578, -4.385], [1.285, -1.929, -3.657], [0.849, -0.479, -2.912], [0.608, -0.685, -4.630], [-1.139, -2.167, -5.409], [-3.400, -2.409, -5.365], [-3.520, -1.983, -3.677], [-3.024, -3.644, -4.171], [2.736, 3.434, 2.713], [1.624, 4.392, 3.075], [1.196, 5.170, 2.222], [1.189, 4.381, 4.334], [0.267, 5.341, 4.899], [3.623, 3.972, 2.391], [2.347, 2.857, 1.870], [2.891, 2.670, 3.474], [1.559, 3.652, 4.920], [-0.771, 5.003, 4.851], [0.407, 6.330, 4.474], [0.446, 5.405, 5.974]], "atomic_forces_ev_per_a": [[0.7, 0.3, 0.4], [0.2, 0.1, -0.5], [0.1, 0.1, 0.2], [-0.3, -0.4, 0.4], [0.2, 0.2, -0.1], [0.1, -0.4, -0.1], [0.5, 0.8, -0.8], [0.2, 0.1, 0.9], [-1.0, -0.1, 1.1], [1.3, -0.4, -0.9], [0.0, 0.2, 0.0], [-0.1, 0.5, 0.1], [0.0, -0.3, -0.2], [0.3, 0.0, 0.0], [-0.5, -0.1, 0.3], [-0.4, 0.0, 0.2], [0.2, 0.3, -0.1], [-0.5, 0.6, 0.6], [0.0, 0.5, -1.0], [-0.1, -0.5, 0.5], [-1.7, -0.4, 0.5], [-0.6, -0.4, 0.2], [0.2, -0.3, 0.2], [0.4, -0.2, -0.3], [0.3, -0.3, -0.4], [0.4, -0.2, -0.4], [0.0, -0.7, -0.1], [0.0, 0.7, 0.0], [0.7, 0.0, -0.2], [-0.2, 0.4, -1.0], [-0.3, -0.8, 0.8], [-0.3, -0.3, -0.2], [0.5, 0.9, 0.3], [0.6, 0.3, -1.0], [-0.1, 0.2, 0.2], [0.0, -0.3, 0.1], [0.6, 0.2, -0.1], [-0.3, -0.4, 0.1], [0.0, -0.1, 0.1], [-0.2, -0.1, 0.1], [-0.2, -0.1, 0.1], [0.6, -0.5, 1.2], [-0.3, -0.1, -0.8], [-0.1, -0.1, 0.1], [0.1, 0.3, 0.2], [0.6, -0.1, 0.1], [0.1, 0.5, -0.3], [-0.3, 0.4, -0.4], [0.1, -0.3, -0.2], [0.0, -0.1, 0.0], [0.0, 0.0, 0.1], [-0.4, -0.3, 0.2], [-0.4, 0.4, 0.0], [-0.7, 0.2, -0.5], [0.4, 0.3, 0.0], [-0.3, 0.1, 0.1], [-0.2, -0.6, -0.3], [-0.7, 0.4, 0.5], [0.0, -0.3, 0.0], [0.0, 0.2, 0.2], [0.3, -0.2, 0.3], [0.3, 0.0, 0.1], [0.2, 0.0, -0.1], [0.1, -0.1, -0.2], [0.2, 0.0, -0.1], [-0.5, -0.6, -1.1], [1.0, -0.4, 1.7], [-0.6, 0.0, -0.2], [-0.3, 0.8, -0.4], [0.5, -0.3, -0.2], [0.0, 0.1, 0.1], [0.0, -0.1, 0.0], [0.2, 0.6, 0.1], [-0.1, -0.3, -0.2], [0.0, -0.2, 0.0], [-0.2, 0.1, 0.1], [-0.1, 0.3, 0.1], [0.1, -0.1, 0.5], [0.3, 0.4, -0.4], [0.1, -0.1, 0.0], [-0.4, 0.4, -1.0], [-0.7, 0.1, 1.0], [0.0, 0.0, 0.0], [0.0, 0.0, -0.1], [0.0, -0.1, 0.0], [0.1, -0.3, 0.5], [0.0, -0.3, 0.2], [0.0, 0.0, -0.8], [0.3, 0.0, 0.1], [1.2, 0.3, -0.5], [0.7, 0.5, 0.6], [-0.2, -0.1, -0.4], [-0.3, -0.3, 0.4], [-0.2, 0.1, -1.0], [-0.5, -0.6, 0.0], [-0.7, 0.1, 0.3], [-0.3, 0.0, -0.1], [0.1, 0.2, 0.1], [-0.2, -0.1, 0.1], [0.2, -0.1, 0.2], [0.1, 0.0, 0.2], [-1.1, -0.8, -0.1], [0.5, 0.6, -1.1], [-0.2, 0.0, 0.5], [0.0, -0.3, 0.5], [-0.3, -0.3, 0.8], [0.1, -0.1, 0.2], [0.2, 0.2, -0.3], [0.5, 0.3, 0.2], [0.0, 0.2, 0.2], [0.0, 0.2, -0.5], [-0.1, -0.1, -0.2], [0.3, 0.1, -0.1]]}